No. 1
The following is a DFT calculation (wB97M-V/def2-TZVPD) of a structure of composition C35H50BrClIN4O6PRuS2Si.

The geometry in XYZ format:
```
103
Properties=species:S:1:pos:R:3:forces:R:3
Ru -0.683150 0.181031 0.037296 -1.1 0.4 0.0
O 0.767764 -0.087888 4.301237 0.2 0.0 0.2
Cl -0.219165 0.302654 3.341673 0.2 -0.3 0.6
O -1.144698 1.223156 3.910833 -0.2 0.2 0.1
O -0.900317 -0.865530 2.844665 -0.2 -0.2 -0.2
O 0.465131 0.936247 2.211809 -0.1 0.1 -0.8
S -4.960027 2.441432 -0.964432 0.0 -0.1 0.0
P -4.808070 0.928188 0.285632 0.0 0.3 -0.1
S -2.984114 0.406217 1.038261 -0.1 -0.3 0.2
C -5.811986 1.271245 1.777045 0.2 0.0 -0.1
C -7.191359 1.359152 1.607113 0.0 0.0 0.1
C -8.002778 1.648613 2.690782 -0.1 0.0 -0.1
C -7.439376 1.856598 3.943661 0.0 0.0 0.0
C -6.065706 1.772696 4.108643 0.0 0.0 0.1
C -5.244269 1.482132 3.026563 -0.1 0.0 0.0
C -5.594146 -0.596731 -0.337026 0.1 0.2 0.1
C -5.659026 -1.702295 0.505951 0.0 0.0 -0.1
C -6.267694 -2.863918 0.064109 0.0 0.0 0.1
C -6.808012 -2.923775 -1.213815 0.0 0.0 0.0
C -6.745892 -1.818288 -2.046325 0.0 -0.1 -0.1
C -6.138426 -0.649626 -1.609758 0.0 0.0 0.0
H -7.615316 1.209759 0.621135 0.0 0.0 0.0
H -9.076339 1.710323 2.559384 0.0 0.0 0.0
H -8.075667 2.084209 4.790376 0.0 0.0 0.0
H -5.626980 1.930396 5.086273 0.0 0.0 0.0
H -4.169676 1.416590 3.148718 0.0 0.0 0.0
H -5.222972 -1.647382 1.496723 0.0 0.0 0.0
H -6.314984 -3.729365 0.714749 0.0 0.0 0.0
H -7.278270 -3.837165 -1.558356 0.0 0.0 0.0
H -7.167298 -1.867234 -3.042971 0.0 0.0 0.0
H -6.079508 0.225280 -2.245301 0.0 0.0 0.0
C 4.140080 3.705276 -0.249451 0.0 -0.2 -0.1
C 4.482105 2.559415 0.717355 -0.1 -0.1 0.0
C 5.927300 2.749106 1.200055 0.0 -0.2 -0.1
C 3.538463 2.698656 1.926387 0.0 -0.1 0.0
Si 4.244290 0.834383 -0.141636 -0.4 0.1 -0.2
Br 1.966541 0.951195 -0.730090 1.1 -0.1 0.1
C 5.060347 0.665841 -1.905074 -0.1 0.0 0.1
C 6.593645 0.672079 -1.813812 -0.1 0.0 0.2
C 4.634040 1.805580 -2.846162 0.0 0.0 0.1
C 4.624140 -0.647692 -2.574739 0.0 0.0 0.1
C 4.511802 -0.703114 0.999174 -0.1 0.1 -0.1
C 3.795660 -0.478682 2.337949 0.0 0.1 0.0
C 6.000656 -0.964138 1.276662 0.0 0.2 -0.2
C 3.924103 -1.973279 0.373980 0.0 0.0 -0.1
H 4.109699 4.644278 0.309942 0.0 0.0 0.0
H 3.166893 3.559658 -0.722344 0.0 0.1 0.0
H 4.893814 3.815656 -1.026993 0.0 0.0 0.0
H 6.025458 3.721157 1.692696 0.0 0.0 0.0
H 6.635591 2.722843 0.369112 0.0 0.0 0.1
H 6.216857 1.979760 1.919095 0.0 0.1 0.0
H 3.492970 3.750810 2.221547 0.0 0.0 0.0
H 3.889087 2.132540 2.786378 -0.1 0.1 0.0
H 2.522327 2.371090 1.700616 0.0 0.1 0.1
H 6.966909 1.622548 -1.427450 0.0 0.0 0.0
H 7.022183 0.524595 -2.810300 0.0 0.0 0.0
H 6.964987 -0.125236 -1.168601 0.1 0.1 -0.1
H 5.112681 2.746457 -2.585148 0.0 0.0 0.0
H 3.553054 1.952621 -2.840849 0.0 0.0 -0.1
H 4.941246 1.557177 -3.866586 0.0 0.0 0.0
H 5.090941 -1.513182 -2.106663 0.0 0.0 -0.1
H 4.936603 -0.634335 -3.623657 0.0 0.0 0.0
H 3.538968 -0.767214 -2.546275 0.0 -0.1 0.0
H 4.315920 0.254725 2.954517 0.0 -0.1 0.0
H 3.767454 -1.416746 2.899817 0.0 0.0 0.0
H 2.764732 -0.153020 2.205472 -0.1 0.0 0.1
H 6.518831 -0.076547 1.647398 0.0 -0.1 0.0
H 6.516561 -1.311884 0.379104 0.0 0.0 0.1
H 6.092795 -1.748640 2.033322 0.0 0.0 0.0
H 2.860523 -1.870774 0.189488 -0.2 0.0 0.0
H 4.058918 -2.801457 1.078032 0.0 0.0 0.0
H 4.418843 -2.247124 -0.556065 0.0 -0.1 0.1
N 0.538696 -1.251180 -2.852607 0.0 0.2 0.2
C -0.443158 -0.398830 -3.278749 -0.3 0.1 0.0
C -0.643808 -0.142387 -4.641756 0.0 0.0 0.0
C -1.675506 0.687833 -5.021328 0.0 -0.1 0.0
C -2.505162 1.238254 -4.054048 -0.1 0.0 0.0
C -2.214187 0.980473 -2.731984 -0.1 0.1 -0.1
N -1.197498 0.208132 -2.347997 0.6 -0.1 0.2
H 0.911454 -1.905133 -3.516034 -0.1 0.0 0.0
H 0.428539 -1.589466 -1.907253 0.0 -0.2 0.0
H 0.008191 -0.603234 -5.372973 0.0 0.0 0.0
H -1.846368 0.895224 -6.070568 0.0 0.0 0.0
H -3.345573 1.866711 -4.310287 0.0 0.0 0.1
H -2.818982 1.409136 -1.942494 0.1 0.1 0.0
C 0.085098 -4.030440 2.204728 0.1 -0.1 0.0
N -0.805650 -3.649789 1.122323 0.0 0.4 0.1
C -1.935324 -4.368897 0.830979 -0.1 -0.1 -0.1
C -2.776201 -4.005320 -0.147449 0.0 0.1 0.1
C -2.550706 -2.747333 -0.868605 -0.2 -0.1 -0.1
O -3.305252 -2.339767 -1.738505 0.1 0.0 0.0
N -1.406870 -2.067072 -0.516444 0.2 0.5 0.1
C -0.555268 -2.497199 0.405178 0.2 -1.0 -0.2
O 0.523090 -1.875760 0.579331 0.1 0.7 0.1
H -0.496989 -4.421488 3.038168 0.0 0.0 0.0
H 0.628730 -3.147068 2.526422 0.0 0.0 0.0
H 0.798032 -4.791120 1.874786 0.0 0.0 0.0
H -2.096322 -5.246578 1.444490 0.1 0.0 0.0
H -3.649413 -4.586244 -0.400907 0.0 0.0 0.1
I -0.224193 3.631761 -1.802790 0.0 0.2 0.0
C -0.932754 2.596356 -0.083821 0.3 -0.7 -0.2
H -1.967226 2.888928 0.059037 0.0 -0.1 -0.1
H -0.305122 2.900357 0.750329 0.0 0.0 0.0
```
Positions in Å, forces in eV/Å.

* gap between HOMO and LUMO (spin up / spin down): 6.87 / 6.53 eV
* total charge: -1
* expectation value of S²: 8.761
* total energy: -6888.07203 Ha
* relative energy (zero: lowest compared OMol25 entry of this formula, charge and spin): 24.25 kcal/mol
* spin multiplicity: 6
* LUMO (spin up / spin down): 2.2 / 1.1 eV

***

No. 2
The following is a DFT calculation (wB97M-V/def2-TZVPD) of a cluster of 9 separate species, C35H50Cl6N7O in total.

The geometry in XYZ format:
```
99
Properties=species:S:1:pos:R:3:forces:R:3
C 1.883027 6.388718 -1.545158 -0.3 0.6 0.1
Cl 1.911748 8.175439 -1.432899 0.5 -0.6 0.1
Cl 0.482458 5.973590 -2.466294 -0.8 -0.4 -0.9
Cl 1.697535 5.644098 0.051238 0.5 0.1 0.1
H 2.745935 5.988749 -2.077616 0.1 0.3 0.5
C -1.428942 2.549573 -4.717520 0.3 -0.4 -2.9
Cl -1.540954 3.915734 -5.844507 -0.3 0.7 0.0
Cl -2.850698 2.400975 -3.764798 -0.3 0.2 0.9
Cl 0.172835 2.563652 -4.057632 0.2 -0.2 1.0
H -1.447359 1.738465 -5.445442 0.0 -0.3 0.6
C 5.320738 -2.594486 -3.297954 -0.9 1.6 -1.3
C 4.265052 -3.267203 -2.403206 1.4 -1.4 0.4
C 4.525559 -2.759331 -0.958064 -0.2 1.3 -0.7
C 4.003133 -1.372550 -0.741601 -1.9 0.8 0.6
C 2.459649 -1.411364 -1.031783 2.0 0.1 1.0
C 2.037466 -1.955713 -2.406930 -0.7 1.3 0.8
N 2.807261 -3.198416 -2.759438 -1.1 -0.1 -4.2
O 2.378778 -3.804949 -4.008491 1.9 2.3 5.0
C 0.570284 -2.285019 -2.113067 -0.1 -2.1 0.5
C 2.084354 -0.796212 -3.477936 0.7 -2.0 0.3
C 4.641245 -4.725682 -2.296291 0.1 -1.5 0.3
H 5.331472 -2.834112 -4.361236 -0.4 -0.8 0.1
H 6.362622 -2.654688 -2.983399 -0.3 -0.4 0.6
H 5.100792 -1.529272 -3.368989 0.1 0.3 0.3
H 4.061622 -3.398775 -0.207082 0.1 -0.3 -0.1
H 5.586794 -2.617953 -0.753382 0.2 -1.0 -0.3
H 4.535253 -0.533017 -1.188969 0.1 -0.3 -0.7
H 4.142651 -1.163560 0.319035 -0.2 0.1 0.3
H 1.967709 -0.468262 -0.793767 0.1 0.3 -0.6
H 2.099980 -2.041873 -0.218640 -0.3 -0.5 -0.2
H 0.076993 -1.642546 -1.383687 -0.2 1.1 -1.0
H -0.027136 -2.699292 -2.925203 -0.1 0.8 -0.2
H 0.574845 -3.117485 -1.409448 0.5 -0.8 -0.1
H 3.093152 -0.460899 -3.718746 0.1 0.1 0.3
H 1.753980 -1.330170 -4.368910 -0.5 0.7 -0.3
H 1.476162 0.037818 -3.127780 -0.2 -0.2 -0.3
H 3.866509 -5.261258 -1.747612 -0.1 -0.1 0.0
H 5.546148 -4.820641 -1.696087 0.1 0.2 0.1
H 4.865971 -5.304609 -3.192080 -0.4 0.5 -0.4
N -0.305209 1.338044 1.143584 0.4 -1.1 0.0
C 0.309276 2.437970 0.592532 -0.9 0.3 -1.0
C -0.255828 2.589684 -0.676797 0.8 -0.1 0.5
C -1.106465 1.476891 -0.922796 0.0 1.0 -0.5
C -1.100489 0.733938 0.206569 -0.6 -0.6 0.4
H -0.277389 0.926889 2.065694 0.7 0.5 0.0
H 1.028352 3.070635 1.091597 -0.2 -0.2 0.2
H -0.110377 3.413203 -1.360212 0.3 -0.1 0.2
H -1.716237 1.371925 -1.807974 0.2 -0.3 0.2
H -1.665495 -0.157957 0.433932 0.2 0.0 0.1
N 2.013043 -3.205379 3.968761 0.0 -0.9 -0.7
C 1.446839 -2.623734 5.037624 0.1 0.5 2.0
C 0.405215 -1.842080 4.619739 0.0 0.7 0.5
C 0.358681 -1.993635 3.231789 -2.3 1.9 -0.5
C 1.280859 -2.858453 2.880889 2.4 -1.8 -2.2
H 2.823764 -3.803653 3.898743 -0.3 0.1 0.5
H 1.825270 -2.756101 6.040456 0.1 0.0 -0.1
H -0.159000 -1.087275 5.147314 0.1 -0.3 0.4
H -0.212140 -1.406028 2.528026 -0.3 -0.2 0.0
H 1.542012 -3.234915 1.902885 0.0 0.1 0.1
N -1.313566 2.392392 4.421298 1.2 -1.9 3.2
C 0.005615 2.668063 4.795823 -1.6 0.6 0.1
C 0.186986 2.176206 6.073371 2.2 0.7 0.1
C -0.898019 1.445600 6.520653 -0.6 0.1 -1.0
C -1.815131 1.605854 5.515816 -1.4 0.4 -2.1
H -1.851043 2.695269 3.621615 0.1 0.1 -0.1
H 0.640859 3.337442 4.234755 -0.1 -0.1 -0.1
H 1.027314 2.427717 6.703446 0.3 -0.3 -0.3
H -0.960414 0.848736 7.418574 -0.2 0.3 0.0
H -2.840333 1.270836 5.459837 0.0 0.0 0.0
N -1.685724 -2.647705 -6.487144 0.3 1.9 0.8
C -1.001601 -2.107311 -5.413643 0.4 -0.7 -0.3
C -1.770376 -1.124668 -4.835559 1.8 -1.0 1.1
C -2.949721 -1.021745 -5.560695 -0.5 0.6 -0.7
C -2.819201 -1.879387 -6.611457 -0.8 -0.9 -1.4
H -1.244264 -3.208317 -7.201938 -0.3 0.1 0.1
H -0.007506 -2.474717 -5.205805 -0.1 0.0 0.3
H -1.453200 -0.689025 -3.899606 -0.3 0.4 0.0
H -3.743490 -0.311445 -5.382341 -0.1 -0.2 -0.2
H -3.385480 -1.973410 -7.526273 -0.4 -0.1 0.3
N -4.132108 -1.464370 4.754111 1.1 -0.3 -1.8
C -3.292125 -1.487530 3.692694 0.2 0.7 0.3
C -3.919163 -0.820266 2.609721 -0.7 0.0 -0.4
C -5.236537 -0.508145 2.979698 1.6 0.0 0.3
C -5.278887 -0.833865 4.342561 -0.6 -1.0 1.8
H -3.893863 -2.075472 5.522162 -0.7 0.5 0.6
H -2.290057 -1.880082 3.783030 0.0 -0.2 -0.2
H -3.398809 -0.618293 1.685149 -0.3 -0.1 -0.1
H -6.016657 -0.050917 2.389130 0.1 0.1 0.2
H -5.969946 -0.720987 5.164814 -0.7 0.3 -0.6
N -2.462545 3.259765 1.405368 -1.6 1.1 1.2
C -3.686017 2.892219 1.923036 0.1 -1.1 0.1
C -4.247983 3.935830 2.630881 -0.3 -0.4 -0.5
C -3.383676 5.027680 2.467118 0.8 0.4 0.2
C -2.307310 4.576593 1.755267 1.3 0.1 -0.7
H -1.797054 2.680598 0.913644 -0.5 0.4 -0.1
H -4.034140 1.883508 1.756545 -0.1 0.1 0.0
H -5.193937 3.957861 3.151541 0.0 -0.2 -0.1
H -3.449745 6.029295 2.865612 -0.2 -0.1 0.0
H -1.390451 5.068748 1.466208 -0.1 0.2 0.0
```
Positions in Å, forces in eV/Å.

* gap between HOMO and LUMO (spin up / spin down): 6.88 / 2.30 eV
* total charge: +1
* expectation value of S²: 2.017
* total energy: -4582.81031 Ha
* spin multiplicity: 3
* LUMO (spin up / spin down): -2.8 / -7.4 eV

***

No. 3
The following is a DFT calculation (wB97M-V/def2-TZVPD) of a structure of composition C35H50N10O5SSb2Ti.

The geometry in XYZ format:
```
104
Properties=species:S:1:pos:R:3:forces:R:3
Ti -0.071958 -2.177552 -0.721000 -1.5 2.0 -1.5
C -4.573167 1.596471 3.077207 0.2 -0.2 0.1
Sb -2.603970 0.809876 2.564165 -0.7 0.6 0.1
C -2.494546 2.214142 0.925151 0.2 -0.2 0.1
C -1.567763 2.086841 4.021995 0.0 -0.3 -0.2
C -0.914060 3.230708 3.334582 0.1 0.1 0.1
C -1.563699 4.464710 3.287428 0.1 0.0 0.0
C -1.006056 5.553716 2.639170 0.0 0.0 0.0
C 0.222610 5.413422 2.011766 0.0 0.1 -0.1
C 0.872343 4.192020 2.047208 -0.1 -0.1 0.0
C 0.330811 3.084519 2.701392 -0.1 0.2 0.0
C 1.130299 1.827940 2.762010 -0.3 0.0 -0.2
Sb 0.642399 0.037676 1.508148 1.2 0.8 1.1
C 0.490988 -1.227949 3.247274 0.1 0.0 -0.3
C 2.800117 -0.136650 1.308534 -0.2 -0.3 0.0
H -4.503298 2.674690 3.216720 0.1 0.0 0.0
H -4.939498 1.141279 3.996707 0.0 0.0 0.0
H -5.291077 1.399742 2.279943 0.0 0.0 0.0
H -2.674794 3.214136 1.313027 0.0 0.0 0.0
H -3.250912 1.977590 0.179998 0.0 -0.1 -0.1
H -1.502353 2.176290 0.475839 0.0 0.0 -0.1
H -0.849293 1.457050 4.544936 0.0 0.0 0.1
H -2.327423 2.421652 4.726240 0.0 0.0 0.0
H -2.521577 4.573374 3.784703 0.0 0.0 0.0
H -1.522476 6.504732 2.631681 0.0 0.0 0.0
H 0.686546 6.257418 1.516240 0.0 0.0 0.0
H 1.841716 4.089954 1.577927 0.1 0.0 0.0
H 1.167303 1.424984 3.775625 0.0 -0.1 0.0
H 2.151241 2.058165 2.461833 0.0 -0.1 0.0
H 1.493664 -1.333233 3.661269 0.0 0.0 0.0
H 0.144973 -2.206236 2.930904 -0.1 -0.1 0.1
H -0.176317 -0.821445 4.004343 0.0 0.1 -0.1
H 3.197393 0.646704 0.663732 -0.1 0.1 -0.1
H 3.244210 -0.035814 2.298469 0.0 0.0 0.0
H 3.044470 -1.116799 0.910903 0.1 0.0 0.0
C -2.529907 -5.360762 -1.790762 0.1 0.1 0.0
C -1.796692 -4.222035 -2.443161 -0.5 -0.1 -0.3
O -1.931697 -3.046827 -2.079953 0.3 -0.2 -0.1
N -1.020579 -4.539490 -3.493092 0.3 0.0 0.1
C -0.131925 -3.549248 -4.094521 -0.1 -0.1 0.3
C 1.043668 -3.206534 -3.204093 -0.3 0.2 -0.3
C 2.131410 -4.037399 -3.088937 0.3 0.1 -0.1
C 3.186007 -3.671662 -2.249196 -0.2 0.1 -0.2
C 3.136895 -2.445870 -1.622759 0.2 0.0 0.0
C 2.005480 -1.650891 -1.777847 0.4 0.2 -1.1
N 0.935259 -2.040239 -2.524089 1.6 -0.2 -0.8
H -3.366157 -4.965022 -1.220250 0.0 0.0 0.0
H -1.834250 -5.849974 -1.105976 0.0 0.0 0.0
H -2.882386 -6.085913 -2.522085 0.0 0.0 0.0
H -0.808828 -5.510996 -3.653001 -0.1 0.0 0.0
H -0.709458 -2.642516 -4.267113 0.0 0.0 -0.1
H 0.217145 -3.952247 -5.043039 0.0 0.0 0.0
H 2.181365 -4.955063 -3.660072 -0.1 0.0 0.0
H 4.043692 -4.318404 -2.131193 0.0 0.0 0.0
H 3.965779 -2.094720 -1.024766 0.0 0.0 0.1
H 2.002107 -0.618145 -1.443759 -0.1 -0.1 0.2
C -5.204741 -2.205519 0.987231 0.0 0.1 0.0
N -3.825306 -2.660017 1.087021 -0.1 -0.2 0.0
C -3.539248 -3.654050 2.115699 0.0 0.0 0.1
C -2.830155 -2.049171 0.424457 0.2 0.4 0.0
N -1.569684 -2.276931 0.562620 -1.1 -0.4 1.0
N -3.216800 -1.052641 -0.463202 0.0 -0.2 -0.1
C -2.372667 -0.412312 -1.345672 0.1 0.4 0.1
N -2.994817 0.442623 -2.191759 -0.1 -0.1 0.0
N -1.093841 -0.563574 -1.343624 -0.9 1.1 -0.8
H -5.830118 -2.869139 1.576112 0.0 0.0 0.0
H -5.568110 -2.251159 -0.042517 0.0 0.0 0.0
H -5.331432 -1.194930 1.387482 0.0 0.0 0.0
H -3.582605 -3.207820 3.112276 0.1 0.0 0.0
H -2.561614 -4.105215 1.976640 0.0 0.0 0.0
H -4.285679 -4.444838 2.057937 0.0 0.0 0.0
H -1.299684 -3.035676 1.195085 -0.4 0.1 0.2
H -4.200576 -0.927978 -0.620415 0.0 0.0 0.0
H -3.990139 0.564075 -2.207273 0.0 0.0 0.0
H -2.446695 0.921256 -2.884636 0.0 0.0 0.0
H -0.634067 0.020446 -2.072371 -0.1 -0.2 0.3
O -0.084137 -4.368873 1.620234 0.3 -0.2 0.0
S 0.885706 -4.069184 0.582387 0.4 -2.0 1.2
O 0.158567 -4.078903 -0.760119 0.2 -1.3 0.1
O 1.192440 -2.570384 0.632035 0.7 -0.4 1.0
O 2.070059 -4.855143 0.542797 0.2 0.1 0.0
C 2.512432 1.560593 -4.250594 0.0 0.0 -0.1
C 1.375542 0.826216 -3.965494 -0.1 0.0 0.0
N 0.528670 1.152059 -2.988518 0.1 0.2 0.0
C 0.796577 2.236370 -2.260087 0.1 0.1 -0.1
C 1.906515 3.055119 -2.473673 0.0 -0.1 -0.1
C 2.774003 2.695051 -3.501464 -0.1 0.0 0.0
C 2.061870 4.312432 -1.714542 -0.1 0.0 0.0
C 3.012842 4.675983 -0.857723 -0.1 0.0 0.0
C 4.161967 3.929955 -0.319323 0.2 -0.1 0.1
C 4.691438 2.735254 -0.802860 0.0 0.1 0.0
C 5.782336 2.211845 -0.125047 -0.1 0.0 0.0
N 6.304791 2.786595 0.949576 0.1 0.0 0.1
C 5.724854 3.915037 1.344208 0.0 -0.1 -0.1
N 4.698604 4.514048 0.762771 -0.1 0.1 0.0
H 3.164764 1.268150 -5.061659 0.0 0.0 0.0
H 1.119801 -0.059379 -4.533822 0.0 0.0 0.0
H 0.089876 2.471065 -1.467475 0.0 0.0 0.0
H 3.635917 3.314830 -3.715589 0.0 0.0 0.0
H 1.251919 5.015770 -1.887177 0.1 0.1 0.1
H 2.928845 5.650464 -0.390950 0.0 0.0 0.0
H 4.294058 2.238049 -1.672777 0.0 0.0 0.0
H 6.261834 1.294363 -0.449604 -0.1 0.0 -0.1
H 6.132156 4.395051 2.226961 0.0 0.0 0.0
```
Positions in Å, forces in eV/Å.

* gap between HOMO and LUMO (spin up / spin down): 7.36 / 7.14 eV
* total charge: +1
* expectation value of S²: 0.755
* total energy: -4015.54197 Ha
* relative energy (zero: lowest compared OMol25 entry of this formula, charge and spin): 37.65 kcal/mol
* spin multiplicity: 2
* LUMO (spin up / spin down): -2.4 / -2.7 eV

***

Which of these has the lowest total energy? C35H50BrClIN4O6PRuS2Si